1.
53
Properties=species:S:1:pos:R:3:nbo_charge:R:1 method="wB97M-V/def2-TZVPD" molar_mass_da=629.75 lumo_ev=-3.29 homo_lumo_gap_ev=8.58 total_energy_ha=-2192.7014 de_lowest_kcal_mol=3.7 total_charge=+1 homo_ev=-11.87
Pb -0.267 -0.729 -1.425 1.6233
O 3.200 -2.307 -0.275 -0.9302
S 2.537 -2.326 -1.542 2.5687
O 3.241 -2.724 -2.708 -0.8844
O 1.121 -2.734 -1.495 -1.0587
O 2.181 -0.629 -1.831 -0.8250
C -0.833 2.480 -2.070 -0.4358
N -0.929 1.787 -0.779 -0.5096
C -0.118 2.513 0.208 -0.4239
C -2.323 1.742 -0.297 -0.2444
C -3.220 0.801 -1.078 -0.2512
N -2.981 -0.617 -0.757 -0.4973
C -3.560 -1.465 -1.806 -0.4269
C -3.598 -0.958 0.530 -0.4246
H -1.256 3.489 -2.012 0.2058
H -1.357 1.932 -2.853 0.2050
H 0.215 2.558 -2.359 0.2215
H -0.517 3.521 0.370 0.1990
H 0.908 2.598 -0.147 0.2200
H -0.123 1.977 1.156 0.2112
H -2.746 2.755 -0.323 0.2072
H -2.299 1.442 0.751 0.2161
H -3.081 0.937 -2.152 0.2110
H -4.269 1.058 -0.878 0.2130
H -4.640 -1.302 -1.905 0.2034
H -3.389 -2.515 -1.571 0.2178
H -3.095 -1.240 -2.767 0.2045
H -4.670 -0.725 0.518 0.1963
H -3.127 -0.416 1.347 0.2109
H -3.485 -2.023 0.721 0.2118
S 2.532 -0.427 2.594 0.5099
C 1.152 -1.418 2.906 -0.1493
C 0.830 -2.142 4.053 -0.2160
C -0.299 -2.931 4.021 -0.1906
C -1.091 -3.016 2.867 -0.1788
C -0.773 -2.293 1.739 -0.2126
C 0.352 -1.472 1.768 0.0699
N 0.820 -0.694 0.711 -0.6467
C 1.961 -0.123 1.003 0.1517
C 2.791 0.685 0.097 -0.2047
C 3.533 1.752 0.609 -0.1145
C 4.385 2.480 -0.201 -0.2247
C 4.521 2.140 -1.541 -0.1613
C 3.798 1.081 -2.067 -0.2249
C 2.935 0.369 -1.251 0.3111
H 1.451 -2.095 4.937 0.2381
H -0.569 -3.509 4.894 0.2351
H -1.952 -3.670 2.860 0.2283
H -1.367 -2.390 0.840 0.2081
H 3.432 2.014 1.655 0.2199
H 4.948 3.304 0.214 0.2347
H 5.196 2.696 -2.178 0.2353
H 3.892 0.781 -3.101 0.2476

2.
54
Properties=species:S:1:pos:R:3:nbo_charge:R:1 method="wB97M-V/def2-TZVPD" molar_mass_da=436.49 lumo_ev=0.54 homo_lumo_gap_ev=8.15 total_energy_ha=-1807.1273 smiles="CCOC(=O)[C@@H](CC)Sc1nc(N)c(NC(=O)c2ccc(OC)c(OC)c2)c(=O)[nH]1" de_lowest_kcal_mol=11.4 homo_ev=-7.61
C 4.955 -2.520 2.835 -0.6352
C 4.011 -1.388 2.460 -0.0734
H 3.748 -0.788 3.334 0.1913
H 3.103 -1.784 1.995 0.1980
O 4.624 -0.465 1.556 -0.5248
C 4.642 -0.807 0.268 0.8514
O 4.303 -1.876 -0.169 -0.6422
C 5.356 0.255 -0.566 -0.4148
C 5.167 0.029 -2.060 -0.4109
C 6.082 0.911 -2.896 -0.6092
H 5.903 1.962 -2.680 0.2094
H 5.901 0.741 -3.954 0.2174
H 7.126 0.690 -2.686 0.1995
H 5.369 -1.025 -2.260 0.2314
H 4.122 0.216 -2.313 0.2204
H 6.418 0.228 -0.304 0.2543
S 4.818 1.924 -0.056 0.2877
C 3.103 1.622 0.028 0.3322
N 2.702 0.414 -0.157 -0.5680
C 1.378 0.094 -0.073 0.4301
N 1.103 -1.214 -0.158 -0.7906
H 1.860 -1.811 -0.453 0.4126
H 0.127 -1.464 -0.354 0.4394
C 0.446 1.103 0.148 -0.1237
C 0.885 2.451 0.373 0.6211
O 0.144 3.392 0.626 -0.6583
N 2.269 2.645 0.296 -0.5930
H 2.616 3.584 0.451 0.4291
N -0.950 0.998 0.244 -0.5843
C -1.829 0.025 -0.071 0.6800
O -1.517 -1.062 -0.560 -0.6701
C -3.249 0.359 0.198 -0.1842
C -3.676 1.367 1.055 -0.1824
C -5.027 1.575 1.233 -0.2459
C -5.994 0.809 0.580 0.2899
C -5.566 -0.224 -0.278 0.2154
C -4.206 -0.425 -0.444 -0.1923
H -3.837 -1.208 -1.087 0.2373
O -6.514 -0.987 -0.912 -0.5094
C -6.085 -2.030 -1.753 -0.2511
H -5.500 -1.652 -2.597 0.1799
H -5.497 -2.774 -1.206 0.1813
H -6.998 -2.493 -2.125 0.1993
O -7.268 1.169 0.875 -0.4911
C -8.379 0.512 0.305 -0.2403
H -8.410 -0.543 0.581 0.1840
H -9.249 1.022 0.718 0.1889
H -8.387 0.601 -0.783 0.1839
H -5.383 2.349 1.894 0.2283
H -2.981 1.980 1.608 0.2150
H -1.326 1.904 0.517 0.4351
H 5.874 -2.120 3.258 0.2087
H 5.197 -3.109 1.954 0.2263
H 4.477 -3.162 3.569 0.2163

3.
55
Properties=species:S:1:pos:R:3:nbo_charge:R:1 method="wB97M-V/def2-TZVPD" molar_mass_da=468.56 lumo_ev=-0.70 homo_lumo_gap_ev=7.94 total_energy_ha=-2205.1970 smiles="CN(CCO)S(=O)(=O)c1ccc2c(c1)C(=NN)c1cc(S(=O)(=O)N(C)CCO)ccc1-2" de_lowest_kcal_mol=20.0 homo_ev=-8.64
C 0.285 -2.894 -6.207 -0.4222
N -0.390 -2.263 -5.096 -0.6859
S -0.558 -3.112 -3.673 2.3316
O 0.355 -4.212 -3.684 -0.9232
O -1.949 -3.377 -3.377 -0.9735
C 0.003 -1.894 -2.490 -0.3344
C 1.273 -1.364 -2.633 -0.1757
C 1.728 -0.423 -1.723 -0.2012
C 0.897 -0.044 -0.681 0.0666
C -0.400 -0.599 -0.532 -0.0872
C -0.844 -1.530 -1.459 -0.1773
H -1.816 -1.996 -1.436 0.2274
C -1.020 -0.010 0.661 0.0667
N -2.145 -0.181 1.258 -0.1337
N -3.092 -0.990 0.869 -0.5699
H -3.874 -1.065 1.499 0.3913
H -2.999 -1.650 0.106 0.3651
C -0.042 0.930 1.198 0.0539
C -0.117 1.754 2.309 -0.1973
C 0.982 2.546 2.590 -0.3386
C 2.128 2.532 1.808 -0.2036
C 2.205 1.711 0.695 -0.1814
C 1.117 0.906 0.394 -0.0811
H 3.092 1.703 0.080 0.2180
H 2.939 3.190 2.080 0.2425
S 0.995 3.561 4.065 2.3312
O 1.946 4.619 3.905 -0.9347
O -0.354 3.932 4.394 -0.9583
N 1.580 2.557 5.275 -0.6619
C 3.013 2.375 5.212 -0.4271
H 3.303 1.608 4.482 0.1808
H 3.449 3.329 4.929 0.2422
H 3.383 2.090 6.196 0.2095
C 0.836 1.341 5.559 -0.2652
H 1.476 0.720 6.190 0.2136
C -0.479 1.599 6.317 -0.0688
O -1.576 1.834 5.484 -0.7404
H -1.422 2.694 5.051 0.4954
H -0.729 0.701 6.889 0.1806
H -0.319 2.432 7.013 0.1731
H 0.615 0.781 4.639 0.2013
H -1.002 1.787 2.923 0.2590
H 2.714 0.004 -1.823 0.2202
H 1.884 -1.698 -3.455 0.2340
C -1.471 -1.351 -5.379 -0.2514
H -1.066 -0.453 -5.860 0.2079
C -2.586 -1.945 -6.265 -0.0763
O -2.871 -3.286 -5.981 -0.7345
H -2.821 -3.427 -5.020 0.4939
H -3.484 -1.319 -6.145 0.1683
H -2.289 -1.914 -7.318 0.1733
H -1.884 -1.067 -4.408 0.2122
H -0.406 -3.442 -6.852 0.2071
H 0.807 -2.131 -6.788 0.1978
H 1.001 -3.594 -5.785 0.2404

4.
52
Properties=species:S:1:pos:R:3:nbo_charge:R:1 method="wB97M-V/def2-TZVPD" molar_mass_da=492.92 lumo_ev="-2.63 / -4.67" homo_lumo_gap_ev="7.93 / 5.87" multiplicity=3 total_energy_ha=-1688.5347 de_lowest_kcal_mol=13.2 total_charge=+1 homo_ev="-10.56 / -10.54"
Pd -0.349 -0.365 1.072 1.1401
N -1.840 1.429 1.593 -0.8482
C -2.361 1.205 2.946 -0.2360
C -1.235 0.744 3.868 -0.2347
N -0.553 -0.454 3.352 -0.6467
C -1.085 -1.746 3.814 -0.2330
C -2.204 -2.253 2.906 -0.2375
N -1.735 -2.280 1.519 -0.8396
H -1.473 2.365 1.487 0.3892
H -2.545 1.266 0.884 0.4166
H -3.137 0.445 2.891 0.1997
H -2.806 2.106 3.374 0.2105
H -1.634 0.568 4.871 0.2053
H -0.497 1.546 3.928 0.2106
H 0.422 -0.404 3.615 0.3929
H -1.446 -1.677 4.844 0.2046
H -0.269 -2.469 3.782 0.2114
H -3.067 -1.594 2.972 0.1981
H -2.515 -3.238 3.262 0.2128
H -2.479 -2.126 0.850 0.4176
H -1.280 -3.154 1.293 0.3945
O -2.282 -0.404 -0.822 -1.0033
S -1.216 -0.591 -1.793 2.3125
O -1.170 -1.830 -2.509 -0.9284
N 0.145 -0.344 -0.918 -0.9530
C 1.434 -0.470 -1.360 0.1335
C 1.821 -0.589 -2.685 -0.2197
C 3.175 -0.679 -3.034 -0.1766
C 4.158 -0.651 -2.082 -0.1929
C 3.811 -0.546 -0.717 -0.0970
C 4.766 -0.537 0.320 -0.0948
C 4.351 -0.454 1.621 -0.2683
C 2.978 -0.384 1.891 0.0737
N 2.056 -0.385 0.952 -0.5186
C 2.448 -0.460 -0.348 0.1999
C -1.311 0.760 -2.931 -0.2735
C -1.197 2.049 -2.427 -0.2177
C -1.289 3.119 -3.299 -0.1939
C -1.496 2.888 -4.654 -0.1810
C -1.612 1.595 -5.144 -0.1989
C -1.517 0.516 -4.278 -0.2122
H 1.061 -0.621 -3.454 0.2308
H 3.444 -0.774 -4.077 0.2301
H 5.202 -0.718 -2.357 0.2239
H 5.819 -0.600 0.076 0.2317
H 5.056 -0.445 2.440 0.2367
H 2.634 -0.327 2.918 0.1816
H -1.028 2.189 -1.366 0.2159
H -1.203 4.132 -2.929 0.2236
H -1.567 3.726 -5.335 0.2275
H -1.778 1.427 -6.199 0.2304
H -1.604 -0.507 -4.622 0.2499

5.
51
Properties=species:S:1:pos:R:3:nbo_charge:R:1 method="wB97M-V/def2-TZVPD" molar_mass_da=384.51 lumo_ev=0.40 homo_lumo_gap_ev=8.27 total_energy_ha=-1540.3052 smiles=COCCn1nnnc1[C@@H](c1cccs1)N1CCN(c2ccccc2)CC1 de_lowest_kcal_mol=64.3 homo_ev=-7.87
C -2.917 -0.903 4.571 -0.2531
H -3.650 -1.025 3.766 0.1645
O -2.702 0.449 4.902 -0.5250
C -2.061 1.204 3.914 -0.0611
C -2.998 1.589 2.749 -0.2607
N -2.297 2.353 1.762 -0.1947
C -1.504 1.960 0.727 0.3503
N -1.068 3.044 0.128 -0.3118
N -1.575 4.072 0.793 -0.0598
N -2.299 3.691 1.756 -0.0633
C -1.304 0.537 0.327 -0.1219
N -0.130 0.375 -0.511 -0.4210
C 1.093 0.821 0.131 -0.2369
C 2.256 0.753 -0.856 -0.2085
N 2.406 -0.606 -1.324 -0.4693
C 3.630 -1.042 -1.824 0.2674
C 4.692 -0.173 -2.080 -0.3005
C 5.914 -0.655 -2.512 -0.1861
C 6.110 -2.010 -2.708 -0.2502
C 5.065 -2.884 -2.457 -0.1897
C 3.846 -2.411 -2.017 -0.2766
H 3.054 -3.114 -1.802 0.2076
H 5.203 -3.946 -2.597 0.2109
H 7.064 -2.382 -3.049 0.2117
H 6.717 0.041 -2.707 0.2113
H 4.567 0.892 -1.961 0.2132
C 1.185 -1.060 -1.951 -0.2140
C 0.038 -0.998 -0.949 -0.2304
H -0.881 -1.335 -1.433 0.2168
H 0.256 -1.668 -0.097 0.1679
H 1.302 -2.080 -2.315 0.2134
H 0.929 -0.411 -2.804 0.1819
H 3.164 1.060 -0.336 0.2137
H 2.053 1.452 -1.682 0.1840
H 0.968 1.855 0.450 0.2305
H 1.329 0.194 1.012 0.1639
C -2.545 0.158 -0.429 -0.1925
C -2.995 0.692 -1.596 -0.2515
C -4.214 0.120 -2.025 -0.2416
C -4.675 -0.832 -1.177 -0.4091
S -3.626 -1.061 0.167 0.4241
H -5.567 -1.422 -1.246 0.2392
H -4.724 0.410 -2.925 0.2302
H -2.463 1.464 -2.120 0.2481
H -1.238 -0.087 1.245 0.1895
H -3.809 2.211 3.133 0.2408
H -3.416 0.696 2.279 0.2178
H -1.716 2.116 4.409 0.2038
H -1.185 0.664 3.519 0.1581
H -3.300 -1.376 5.473 0.2022
H -1.981 -1.391 4.276 0.1664